The following is a DFT calculation (ωB97M-V/def2-TZVPD) of a 25-piece molecular cluster, C18H82N2O25 overall at a distorted geometry.

Summary:
LUMO = 2.70 eV
Electronic energy = -2725.43770 a.u.
Charge = -2
Kohn-Sham gap = 2.723 eV

The geometry in XYZ format:
```
127
C18H82N2O25 (ωB97M-V/def2-TZVPD)
C 2.1714 7.5331 -5.6776
C 1.7408 6.5234 -4.5982
C 0.4117 5.9727 -5.1623
C -0.1225 4.8268 -4.4121
C 0.9086 3.7054 -4.3155
C 2.2856 4.1433 -3.8056
N 2.6874 5.4333 -4.3789
O 4.1039 5.7819 -4.3778
C 3.2773 2.9302 -4.0381
C 2.2293 4.2893 -2.2417
C 1.4352 7.3594 -3.3492
H 2.3663 7.0552 -6.6377
H 3.0813 8.0693 -5.4081
H 1.5141 8.3680 -5.9206
H 0.5248 5.6222 -6.1882
H -0.3650 6.7341 -5.0901
H -1.0747 4.4923 -4.8240
H -0.3130 5.1785 -3.3981
H 1.0420 3.4229 -5.3598
H 0.4599 2.8386 -3.8303
H 4.2771 3.0330 -3.6162
H 3.4885 2.8303 -5.1027
H 2.8552 2.0116 -3.6303
H 2.0674 3.3549 -1.7042
H 1.5107 4.9992 -1.8321
H 3.2073 4.5889 -1.8651
H 1.0645 8.3278 -3.6853
H 2.3448 7.3495 -2.7486
H 0.7682 6.8495 -2.6540
C 0.6117 1.1041 1.9232
C -0.3679 0.2530 1.0613
C -0.0352 0.3237 -0.4055
C 1.1923 -0.5165 -0.8117
C 0.9259 -2.0264 -0.3795
C 0.5245 -2.1692 1.2074
N -0.4362 -1.0925 1.6179
O -1.1465 -1.3717 2.8811
C 1.7515 -2.2013 2.1816
C -0.1536 -3.6033 1.2422
C -1.7137 0.9896 1.2911
H 0.2548 1.6453 2.7995
H 0.9243 1.9228 1.2751
H 1.4114 0.5453 2.4093
H 0.1015 1.3869 -0.6033
H -0.8325 -0.0477 -1.0492
H 2.1725 -0.1791 -0.4749
H 1.3853 -0.4659 -1.8832
H 1.6878 -2.7434 -0.6851
H 0.0433 -2.2981 -0.9586
H 2.1158 -3.1725 2.5164
H 1.4233 -1.7555 3.1205
H 2.6257 -1.6682 1.8081
H -0.4543 -4.1296 2.1481
H 0.6165 -4.3044 0.9204
H -1.0287 -3.5499 0.5946
H -2.0288 1.1617 2.3202
H -2.4125 0.3199 0.7898
H -1.7098 1.8961 0.6859
O 5.4289 -2.5685 2.7859
H 4.8105 -1.9171 2.4549
H 4.9116 -3.1086 3.3834
O 2.3521 -6.3525 1.5858
H 3.3022 -6.4270 1.6746
H 2.0810 -5.8281 2.3393
O -4.8556 1.6908 2.7711
H -4.8459 0.9417 2.1752
H -5.7819 1.8266 2.9707
O 2.9821 -4.9080 -0.8007
H 2.3656 -4.7620 -0.0832
H 2.8967 -5.8393 -1.0047
O -0.5548 0.5341 4.8779
H -0.9703 1.3467 4.5892
H -0.5589 -0.0264 4.1020
O -0.3181 -7.3050 0.6084
H 0.5486 -7.1906 0.9981
H -0.9235 -6.9573 1.2632
O -0.5648 -3.0372 -3.3962
H -0.8966 -3.0711 -2.4990
H -1.1629 -3.5944 -3.8944
O -3.2770 -1.5829 -0.3669
H -3.1984 -2.5073 -0.6026
H -2.4307 -1.3615 0.0217
O -3.7865 -0.8240 3.8542
H -3.0179 -0.9778 3.3048
H -3.9767 0.1078 3.7454
O -2.2679 -6.7521 2.6181
H -3.1565 -7.0978 2.5334
H -2.3858 -5.8723 2.9762
O -3.3869 3.6650 1.6809
H -3.7494 2.8619 2.0548
H -3.6163 3.6224 0.7526
O 1.7601 -5.3666 4.6495
H 1.1067 -4.6721 4.7338
H 2.5989 -4.9237 4.7774
O -5.6350 -0.5881 1.2476
H -5.6987 -0.0966 0.4287
H -4.9551 -1.2415 1.0831
O -2.9854 -3.9104 2.7486
H -2.2784 -3.2872 2.5813
H -2.9634 -4.0498 3.6953
O -0.7237 5.0552 1.0993
H -1.2744 4.4804 1.6308
H -0.6943 4.6329 0.2408
O -0.9175 3.8420 -1.3128
H -1.1233 2.9091 -1.2538
H -0.4508 3.9327 -2.1436
O 4.0085 -2.4515 -1.8439
H 3.5616 -3.1659 -1.3898
H 4.2976 -2.8366 -2.6711
O 3.2861 -0.5942 4.9768
H 2.8574 -0.8645 4.1648
H 2.7646 0.1453 5.2889
O -4.6773 0.5406 -1.1161
H -4.9214 0.5436 -2.0417
H -4.2515 -0.3063 -0.9830
O 1.6955 -1.8852 -4.6761
H 0.8443 -1.9957 -4.2526
H 1.5322 -1.2622 -5.3842
O -3.0626 -4.2303 -1.1257
H -4.0129 -4.3452 -1.1221
H -2.7181 -5.0888 -1.3719
O 0.1175 -3.2500 4.9171
H -0.0063 -2.5999 4.2256
H -0.7703 -3.4988 5.1744
O -1.9777 -1.5795 6.2876
H -2.4382 -1.6597 5.4523
H -1.2874 -0.9377 6.1205
```

Results of the Löwdin charge analysis, in e, for atoms 1 through 5: C -0.0826; C -0.5208; C -0.1825; C -0.2305; C -0.1591

The following is a DFT calculation (ωB97M-V/def2-TZVPD) of C18H8AsBrN2S6Tc as an isolated structure at a distorted geometry.

Summary:
LUMO = -6.61 eV
Electronic energy = -8079.68071 a.u.
Charge = +1
Energy relative to the best compared isomer or geometry (same formula, charge and spin) = 174.3 kJ/mol
Kohn-Sham gap = 5.196 eV

The geometry in XYZ format:
```
37
C18H8AsBrN2S6Tc (ωB97M-V/def2-TZVPD)
Tc 1.5715 0.2908 0.0726
S 0.1485 1.6926 -0.9294
C -0.6669 0.7460 -2.1570
C -1.5713 1.3641 -3.0099
C -2.1652 0.6280 -4.0266
C -3.0610 1.2763 -4.9343
N -3.7570 1.8178 -5.6698
C -1.8664 -0.7410 -4.1755
C -0.9566 -1.3501 -3.3224
C -0.3497 -0.6002 -2.3229
S 0.8851 -1.3320 -1.3170
C -2.5009 -1.5001 -5.2086
N -3.0098 -2.1112 -6.0370
H -1.8079 2.4138 -2.8928
H -0.7213 -2.4000 -3.4403
Br -1.9774 -0.6495 0.8297
C -1.3666 -0.5257 2.6192
C -2.3171 -0.7187 3.5896
C -1.9669 -0.6939 4.9438
C -0.6644 -0.4896 5.3014
C 0.3282 -0.2828 4.3239
C 1.6685 -0.0775 4.7362
C 2.6765 0.1292 3.8381
C 2.3527 0.1483 2.4785
C 1.0572 -0.0363 2.0112
C -0.0090 -0.2809 2.9333
H -3.3445 -0.8971 3.3054
H -2.7282 -0.8470 5.6959
H -0.3703 -0.4844 6.3431
H 1.8872 -0.0901 5.7967
H 3.6967 0.2786 4.1607
H 3.1907 0.3133 1.7863
S 4.0629 2.6583 -3.8820
As 3.6357 0.6844 -2.9841
S 3.6285 0.8636 -0.7650
S 2.0606 1.9006 -3.9605
S 4.3280 -1.0976 -3.7307
```

Results of the Löwdin charge analysis, in e, for atoms 1 through 5: Tc 0.5967; S 0.6801; C -0.6899; C -0.0322; C -0.1482

The following is a DFT calculation (ωB97M-V/def2-TZVPD) of C18H8ClN13O6ReS2 as an isolated structure at a distorted geometry.

Summary:
LUMO (alpha / beta) = 2.89 / 3.36 eV
Electronic energy = -3189.06606 a.u.
Charge = -2
Expectation value of S² = 0.767
Spin multiplicity = 2
Kohn-Sham gap (alpha / beta) = 5.830 / 6.501 eV

The geometry in XYZ format:
```
49
C18H8ClN13O6ReS2 (ωB97M-V/def2-TZVPD)
Re 0.2322 -0.0068 -0.0402
S -0.0309 -1.8124 2.4111
C 1.4817 -2.6043 2.4294
C 1.5495 -3.7324 3.2609
N 1.5354 -4.6586 3.9446
C 2.5682 -2.1979 1.6788
S 2.5443 -0.8665 0.5651
C 3.7989 -2.8577 1.7768
N 4.8222 -3.3831 1.8439
N 1.9167 3.0304 -0.0616
C 1.1136 2.7619 1.0085
N 0.9120 3.5796 2.0302
N 0.0781 2.9239 2.8320
N -0.2237 1.7833 2.3515
N 0.4138 1.6120 1.1853
C 2.0163 2.2313 -1.1646
N 2.6502 2.5471 -2.2811
N 2.4956 1.4838 -3.0701
N 1.8223 0.5723 -2.4897
N 1.4974 0.9841 -1.2701
H 2.2866 3.9624 -0.1354
O -5.6057 1.6699 -1.0101
C -5.5628 0.8344 0.0054
O -6.5706 0.5096 0.6005
C -4.2468 0.2922 0.4127
C -4.0648 -0.6072 1.4527
N -2.7595 -0.8704 1.5362
N -2.0738 -0.2127 0.6200
C -2.9394 0.5048 -0.0821
C -2.4190 1.3573 -1.1942
O -3.2253 2.0263 -1.8663
O -1.1799 1.3367 -1.3578
H -4.6746 1.8553 -1.4079
H -4.7905 -1.0397 2.1088
H -2.2785 -1.5208 2.1443
Cl -0.0334 -6.1492 -6.0932
C -0.3154 -5.1050 -4.7377
C -1.3345 -5.4086 -3.8525
C -1.5581 -4.5739 -2.7737
C -0.7677 -3.4485 -2.5796
C 0.2500 -3.1576 -3.4809
C 0.4797 -3.9864 -4.5629
C -0.9925 -2.5546 -1.3760
O -1.9430 -2.7563 -0.6258
O -0.1009 -1.6586 -1.2455
H -1.9403 -6.2879 -4.0054
H -2.3427 -4.7833 -2.0613
H 0.8578 -2.2780 -3.3207
H 1.2716 -3.7680 -5.2615
```

Results of the natural (NBO) charge analysis, in e, for atoms 1 through 5: Re 1.3447; S -0.1189; C -0.2901; C 0.2828; N -0.3496

The following is a DFT calculation (ωB97M-V/def2-TZVPD) of one molecule with the formula C18H9F6N3O3S3 at a distorted geometry.

Summary:
LUMO = -0.47 eV
Electronic energy = -2875.09317 a.u.
Structure (SMILES) = Nc1nc(-c2cc(=O)oc3cc(Sc4ncc(C(O)(C(F)(F)F)C(F)(F)F)s4)ccc23)cs1
Energy relative to the best compared isomer or geometry (same formula, charge and spin) = 0.0 kJ/mol
Kohn-Sham gap = 7.998 eV

The geometry in XYZ format:
```
42
C18H9F6N3O3S3 (ωB97M-V/def2-TZVPD)
O -3.0503 1.4262 -3.3587
F -1.1500 -7.3746 1.3119
F 0.2319 -6.7412 -0.3693
F -1.3441 -5.4203 0.4309
F 2.5542 -6.8436 0.8142
F 2.6260 -6.2602 3.0036
F 1.4870 -8.0336 2.3040
N 0.7112 -1.9661 1.2330
N -2.0547 5.7857 -1.1582
O -1.0911 0.8474 -2.3577
O -0.0322 -5.6252 3.0846
S -0.1529 7.5445 -0.9816
S 2.5832 -3.6819 0.9667
S 2.9780 -0.6462 0.3752
C -2.0801 1.7121 -2.6885
C 1.9861 -2.0764 0.8285
C -1.8201 7.0702 -1.0152
C 0.1690 -3.1886 1.5991
C 0.2396 5.8517 -1.1327
C -1.8842 3.1390 -2.4561
C -0.8894 5.0961 -1.2787
C -0.8874 3.6163 -1.6072
C 1.0209 -4.2798 1.5277
C 1.7760 1.8056 0.4360
C 0.7559 0.2225 -1.0662
C 0.9141 2.7974 -0.0154
C -0.0937 1.2543 -1.5013
C 1.7428 0.5232 -0.0946
C -0.0273 2.5652 -1.0327
N -2.9421 7.8409 -0.8995
C -0.4129 -6.3580 0.7648
C 1.8206 -6.7652 1.9645
C 0.6103 -5.7414 1.8267
H 0.5439 -5.1375 3.7272
H -0.8839 -3.2442 1.8978
H 1.2611 5.4596 -1.2636
H -2.5868 3.8146 -2.9133
H 2.4013 1.9909 1.2755
H 0.6371 -0.7988 -1.4573
H 0.9034 3.7794 0.4418
H -3.7763 7.3023 -0.7016
H -2.7939 8.7377 -0.4646
```

Results of the natural (NBO) charge analysis, in e, for atoms 1 through 5: O -0.5540; F -0.3055; F -0.3043; F -0.3178; F -0.3121

The following is a DFT calculation (ωB97M-V/def2-TZVPD) of C19H10ClN4O2PdSe as an isolated structure.

Summary:
LUMO = -3.98 eV
Electronic energy = -4088.90954 a.u.
Charge = +1
Energy relative to the best compared isomer or geometry (same formula, charge and spin) = 0.1 kJ/mol
Kohn-Sham gap = 7.019 eV

The geometry in XYZ format:
```
38
C19H10ClN4O2PdSe (ωB97M-V/def2-TZVPD)
Pd -0.0462 0.0121 0.0565
Cl -3.7073 -6.2231 0.4680
C -3.0104 -4.6768 0.1269
C -3.4953 -3.9271 -0.9645
C -2.9723 -2.7029 -1.2670
C -1.9249 -2.1398 -0.4979
O -1.4836 -0.9703 -0.8520
C -1.4403 -2.9019 0.6013
C -0.4018 -2.4764 1.4578
O 0.2564 -1.4098 1.4222
C -2.0064 -4.1754 0.8913
H -4.2955 -4.3370 -1.5667
H -3.3477 -2.1323 -2.1049
H -0.1250 -3.1605 2.2648
H -1.6269 -4.7435 1.7309
Se 3.3262 6.6048 -1.4923
N 3.5535 5.3967 -0.2103
C 2.6905 4.4408 -0.4277
C 2.5729 3.2570 0.4196
C 3.3627 3.0125 1.5461
C 3.1588 1.8562 2.2670
C 2.1741 0.9577 1.8621
N 1.4223 1.1876 0.7939
C 1.6129 2.3165 0.0786
C 0.7469 2.4870 -1.0793
N -0.1427 1.4963 -1.2987
C -0.9700 1.5701 -2.3315
C -0.9422 2.6569 -3.2038
C -0.0400 3.6763 -2.9934
C 0.8324 3.5977 -1.9040
C 1.8326 4.6090 -1.5731
N 2.0104 5.6995 -2.2694
H 4.1181 3.7325 1.8310
H 3.7493 1.6317 3.1431
H 1.9756 0.0376 2.3945
H -1.6553 0.7409 -2.4449
H -1.6316 2.6831 -4.0348
H 0.0089 4.5342 -3.6506
```

Results of the natural (NBO) charge analysis, in e, for atoms 1 through 5: Pd 0.9715; Cl 0.0346; C -0.0990; C -0.1420; C -0.2341

Question: The lowest electronic energy belongs to which entry?
Answer: C18H8AsBrN2S6Tc